No. 1
Entry from the OMol25 dataset: C16H48BF4O16Tl as an isolated structure (the ωB97M-V functional and the def2-TZVPD basis).

Geometry as XYZ:
```
86
C16H48BF4O16Tl the ωB97M-V functional and the def2-TZVPD basis
Tl 0.4738 1.9107 2.6790
B -1.0663 0.5108 -0.2670
F -0.3609 -0.3312 0.5624
F -0.3025 1.0196 -1.3080
F -2.1448 -0.1824 -0.8460
F -1.4504 1.5547 0.5363
C -0.0089 4.4217 -0.2558
C 1.5687 4.5016 -0.1382
O 1.9747 3.1583 0.3606
O -0.6430 4.1312 0.9358
H -0.3755 3.6946 -0.9804
H -0.4619 5.3501 -0.6036
H 1.8061 5.2822 0.5846
H 1.9797 4.7045 -1.1271
H 2.2401 2.8584 -0.5119
H -1.4712 4.5302 0.6593
C -3.3559 1.1193 3.2034
C -2.7719 -0.3417 3.0383
O -1.4048 -0.3879 3.2086
O -2.5093 2.1347 2.7784
H -3.4003 1.3476 4.2683
H -4.3727 1.2041 2.8200
H -3.0787 -0.5640 2.0162
H -3.3461 -1.0364 3.6513
H -1.0643 -1.2813 3.1219
H -2.9876 2.7169 2.1835
C 3.8955 0.6332 0.7217
C 5.0436 0.0268 1.6512
O 4.8134 -1.3306 1.9421
O 2.6329 0.3928 1.3111
H 3.8307 0.2595 -0.3002
H 4.0146 1.7083 0.5867
H 5.0409 0.6228 2.5638
H 5.9598 0.2308 1.0971
H 4.3914 -1.3032 2.8038
H 2.5098 -0.5478 1.1638
C 0.3929 -2.7961 -2.9733
C 1.4077 -2.8453 -1.7757
O 1.8922 -1.6183 -1.3124
O -0.3278 -4.0113 -3.1029
H 0.8579 -2.6185 -3.9431
H -0.1977 -1.8802 -2.9583
H 2.2312 -3.4976 -2.0660
H 0.9315 -3.2918 -0.9027
H 1.2218 -1.0227 -0.9697
H -1.1550 -3.7344 -3.5039
C 3.9333 1.5275 -2.7176
C 4.5916 2.3698 -3.8174
O 4.0630 2.1504 -5.0631
O 2.5746 1.9664 -2.3585
H 4.5426 1.3828 -1.8255
H 3.8173 0.4890 -3.0277
H 5.6711 2.2921 -3.9464
H 4.3247 3.4100 -3.6302
H 3.5357 2.9079 -5.3271
H 1.9895 1.4366 -2.9049
C -4.3938 1.7822 -0.7323
C -3.4193 2.8368 -1.3519
O -3.3610 4.0147 -0.5226
O -5.6699 2.3721 -0.5710
H -4.0105 1.3566 0.1951
H -4.5539 0.9584 -1.4279
H -4.0107 3.0775 -2.2353
H -2.4487 2.4559 -1.6696
H -3.6006 4.7305 -1.1158
H -5.3676 3.1129 -0.0406
C 1.2714 -2.4976 2.4197
C 0.2302 -3.5244 3.0201
O -1.1389 -3.1052 2.7191
O 1.1580 -1.3228 3.1610
H 1.3107 -2.3656 1.3384
H 2.2968 -2.8561 2.5102
H 0.4480 -3.6905 4.0752
H 0.2937 -4.5359 2.6190
H -1.7727 -3.7977 2.9201
H 1.2145 -1.5923 4.0806
C -3.0526 -5.1449 -0.4495
C -2.6378 -3.7085 -0.2090
O -2.7398 -2.9127 -1.3408
O -1.9627 -5.9993 -0.8799
H -3.8567 -5.1711 -1.1849
H -3.4328 -5.4690 0.5193
H -1.6532 -3.6959 0.2586
H -3.2940 -3.1942 0.4931
H -2.3537 -2.0433 -1.2118
H -1.3897 -5.4058 -1.3709
```

Values from the calculation:
* net charge: +3
* multiplicity: 2
* LUMO (alpha / beta): -13.14 / -13.46 eV

No. 2
Entry from the OMol25 dataset: C16H48BaBrN2O14 as an isolated structure (the ωB97M-V functional and the def2-TZVPD basis).

Geometry as XYZ:
```
82
C16H48BaBrN2O14 the ωB97M-V functional and the def2-TZVPD basis
Ba -0.2928 0.1661 -0.3578
Br -3.4028 1.8581 -0.8137
N -2.5505 -1.5564 -2.8918
O -1.5694 -1.0217 -2.3545
O -3.2132 -0.8450 -3.6473
O -2.7920 -2.7581 -2.6738
N -0.3132 1.5779 -3.6364
O -1.4610 1.8072 -3.9130
O 0.1377 1.8414 -2.5278
O 0.4593 1.0539 -4.4308
C 1.4582 4.0553 1.3389
C 0.0773 3.5397 0.9834
O -0.1146 2.2064 1.5784
H 2.1780 3.4439 0.7946
H 1.6869 4.0151 2.4039
H 1.4256 5.1393 1.2295
H 0.0066 3.5254 -0.1042
H -0.6889 4.2072 1.3777
H -0.5392 2.3042 2.4338
C 2.1613 -0.1998 2.8667
C 3.0466 0.3415 1.7527
O 2.3623 -0.0076 0.4866
H 1.7415 -1.2057 2.8696
H 1.2982 0.4531 2.9971
H 2.7054 -0.1512 3.8099
H 4.0000 -0.1627 1.9107
H 3.1346 1.4250 1.6732
H 3.0409 -0.0302 -0.1920
C 5.5523 2.2187 -0.2174
C 5.0478 2.3510 -1.6312
O 3.7754 1.7765 -1.6949
H 5.3699 1.2098 0.1525
H 5.0920 3.0064 0.3791
H 6.6346 2.2618 -0.0954
H 5.8064 1.9294 -2.2906
H 4.9830 3.4159 -1.8545
H 3.6261 1.4187 -2.5731
C 1.5091 5.1027 -2.2754
C 2.7600 5.5953 -1.5087
O 2.6925 7.0560 -1.4207
H 0.5629 5.2826 -1.7652
H 1.6072 4.0173 -2.2964
H 1.4436 5.5022 -3.2875
H 3.6717 5.3201 -2.0389
H 2.9324 5.2016 -0.5070
H 2.2427 7.2738 -0.6010
C -2.7818 -5.7248 0.9311
C -2.2997 -5.0261 -0.3330
O -2.0008 -3.6874 -0.0915
H -2.9783 -6.7803 0.7431
H -3.6421 -5.2247 1.3760
H -2.0235 -5.7039 1.7138
H -3.1592 -5.1124 -0.9978
H -1.4171 -5.4338 -0.8258
H -1.8404 -3.2323 -0.9214
C -5.4128 -2.4958 1.2816
C -6.7553 -1.9424 1.4186
O -7.6188 -3.0159 1.8442
H -4.6732 -1.7173 1.0949
H -5.4586 -3.0988 0.3747
H -5.2728 -3.0825 2.1895
H -7.1839 -1.4390 0.5520
H -6.8797 -1.1776 2.1852
H -8.4969 -2.7821 1.5347
C 1.7640 -1.4567 -2.7900
C 1.9682 -2.6073 -1.7174
O 1.2677 -2.3774 -0.5733
H 0.8288 -1.4612 -3.3500
H 2.4748 -1.5624 -3.6096
H 1.7707 -0.4838 -2.2987
H 3.0070 -2.5383 -1.3947
H 1.6304 -3.6075 -1.9887
H 1.2514 -3.1901 -0.0626
C -1.6753 -2.7109 3.6064
C -1.8276 -1.3977 2.7596
O -1.1914 -1.7323 1.4753
H -0.6424 -3.0539 3.6673
H -2.3314 -3.4989 3.2367
H -1.9993 -2.5047 4.6265
H -1.1465 -0.6764 3.2112
H -2.8225 -0.9860 2.5904
H -1.7239 -2.4399 1.1048
```

Values from the calculation:
* net charge: -1
* LUMO: 1.52 eV

No. 3
Entry from the OMol25 dataset: a 5-piece molecular cluster, C16H48BrN4O4 overall (the ωB97M-V functional and the def2-TZVPD basis).

Geometry as XYZ:
```
73
C16H48BrN4O4 the ωB97M-V functional and the def2-TZVPD basis
C -5.0251 -15.7477 14.3188
C -4.2036 -14.5536 13.8607
C -4.8949 -13.6679 12.8220
O -5.3889 -14.4179 11.7875
C -4.4468 -14.6988 10.7661
N -3.8285 -13.7017 15.0184
H -3.2222 -12.9371 14.7065
H -4.6940 -13.2996 15.4398
H -3.3839 -14.2143 15.7837
H -5.4818 -16.2664 13.4831
H -5.8159 -15.3975 14.9992
H -4.4039 -16.4601 14.8666
H -3.3013 -14.9613 13.3975
H -4.1839 -12.9031 12.4746
H -5.7461 -13.1733 13.3114
H -3.5966 -15.2626 11.1644
H -4.0540 -13.7744 10.3339
H -4.9740 -15.2721 10.0164
C -9.0560 -16.6057 14.9890
C -9.2095 -16.5107 16.4781
C -7.9516 -16.8171 17.2552
O -7.9932 -16.5950 18.6346
C -8.9459 -17.3864 19.3338
N -9.6935 -15.1192 16.8500
H -10.0614 -15.0946 17.8048
H -8.8846 -14.4680 16.8495
H -10.4343 -14.8245 16.2111
H -8.8452 -17.6369 14.7151
H -8.2204 -15.9945 14.6464
H -9.9939 -16.3138 14.5185
H -10.0189 -17.1534 16.8259
H -7.1294 -16.2830 16.7715
H -7.7650 -17.8800 17.0123
H -8.6979 -17.2629 20.3825
H -8.7506 -18.4481 19.1370
H -9.9581 -17.1217 19.0497
C -10.1251 -10.2065 17.1351
C -9.0974 -9.5385 18.0388
C -9.1713 -9.9971 19.4423
O -8.0499 -9.5204 20.0987
C -8.0282 -9.8292 21.4901
N -7.6947 -9.8932 17.5977
H -7.4398 -9.6563 16.6371
H -7.0594 -9.5518 18.3313
H -7.5944 -10.9432 17.5879
H -9.8423 -10.2185 16.0810
H -11.0935 -9.7125 17.1933
H -10.2836 -11.2502 17.4293
H -9.1595 -8.4533 17.9859
H -9.2917 -11.0965 19.5232
H -10.1209 -9.6290 19.8740
H -6.9905 -9.7658 21.8086
H -8.3995 -10.8411 21.6529
H -8.5830 -9.0588 22.0235
C -7.0570 -14.4614 21.1661
C -5.6917 -14.2079 20.5787
C -4.7410 -13.6129 21.5730
O -3.4727 -13.5693 20.9412
C -2.3805 -13.2956 21.8188
N -5.1356 -15.5449 20.1403
H -4.1635 -15.4180 19.8181
H -5.0505 -16.2451 20.8905
H -5.6956 -15.9504 19.3822
H -7.7605 -14.9206 20.4639
H -7.5413 -13.5216 21.4477
H -7.0376 -15.0600 22.0783
H -5.7104 -13.6378 19.6457
H -4.6691 -14.2339 22.4821
H -5.1525 -12.6415 21.8786
H -1.4824 -13.2129 21.2129
H -2.2819 -14.0731 22.5801
H -2.4739 -12.3237 22.3195
Br -6.7842 -13.1528 16.9829
```

Values from the calculation:
* net charge: +3
* LUMO: -7.39 eV
* relative energy (zero: lowest compared OMol25 entry of this formula, charge and spin): 0.00 kJ/mol

Table of F_max (hartree/bohr), in record order: 0.0605 0.0890 0.0369
Table of E (hartree), in record order: -2437.8495 -4400.6395 -3731.5024